A:
ORCA calculation (ωB97M-V/def2-TZVPD) on a single C5H8OS2 molecule.

Element x y z (Å)
C (2.057, 1.223, 0.619)
S (2.225, -0.322, -0.358)
C (0.560, -0.902, -0.430)
O (-0.229, -1.129, 0.768)
C (-1.545, -0.994, 0.531)
C (-1.792, 0.108, -0.379)
S (-0.924, 1.612, -0.017)
C (-0.350, 0.185, -1.007)
H (1.891, 2.188, 0.215)
H (1.583, 0.942, 1.720)
H (3.095, 1.390, 1.051)
H (0.493, -1.631, -1.244)
H (-2.005, -1.215, 1.602)
H (-1.951, -1.999, -0.063)
H (-2.828, 0.115, -0.915)
H (-0.281, 0.429, -2.095)

Atom charges from the Mulliken analysis, given in e for atoms 1 to 6: -0.9609 -0.0615 0.1176 -0.3755 -0.4195 -0.1137



B:
ORCA calculation (ωB97M-V/def2-TZVPD) on a single C5H8OS2 molecule.

Element x y z (Å)
C (1.494, 2.073, -0.251)
C (1.032, 0.837, -0.479)
S (1.806, -0.609, -0.876)
C (1.909, -1.612, 0.756)
C (-0.553, 0.849, -0.371)
O (-1.019, 1.899, 0.016)
S (-1.274, -0.769, -0.930)
C (-2.892, -0.599, 0.085)
H (2.619, 2.200, -0.666)
H (0.914, 2.944, -0.123)
H (2.045, -2.711, 0.038)
H (2.952, -1.277, 1.218)
H (0.702, -1.349, 0.963)
H (-3.524, -1.554, 0.115)
H (-2.761, -0.313, 1.203)
H (-3.450, -0.012, -0.698)

Atom charges from the Mulliken analysis, given in e for atoms 1 to 6: -0.6627 0.1420 -0.1645 -0.5864 0.4555 -0.5517



Preferred: A; penalty for the next structure: 0.0411 hartree.